# C3H5NO2

An isolated molecule of C3H5NO2 (ωB97M-V with the def2-TZVPD basis set, the Open Molecules 2025 dataset).

```
11
Properties=species:S:1:pos:R:3
N 0.48656 2.05653 -0.02398
C 0.12462 0.85683 -0.00461
C 1.00707 -0.26725 0.35925
O 0.41150 -1.44234 -0.11123
C -0.91046 -1.07888 -0.47330
O -1.13429 0.24033 0.02611
H -0.20364 2.75766 0.19613
H 2.08441 -0.28433 0.21549
H 0.74488 0.03700 1.42127
H -1.01124 -1.06631 -1.57026
H -1.59941 -1.80925 -0.03486
```

## Properties
HOMO energy in eV: -9.898
Lowest unoccupied orbital energy in eV: 0.8
Energy above the lowest of the compared OMol25 structures with the same formula, charge and spin in eV: 2.378
Charge: 0

=====

# C3H5NO2

An isolated molecule of C3H5NO2 (ωB97M-V with the def2-TZVPD basis set, the Open Molecules 2025 dataset).

```
11
Properties=species:S:1:pos:R:3
C 0.08443 0.99567 1.51502
N -0.45866 0.11111 0.58760
C 0.42057 -0.54984 -0.31224
C -0.05759 -0.58472 -1.74022
O -1.21669 -0.61490 -2.06466
O 1.13045 0.78180 2.07474
H -0.34241 2.01183 1.52789
H -1.45884 0.02040 0.63822
H 1.34527 0.04348 -0.37826
H 0.85714 -1.52293 -0.05337
H 0.70282 -0.84368 -2.50242
```

## Properties
HOMO energy in eV: -9.921
Lowest unoccupied orbital energy in eV: 0.8
Energy above the lowest of the compared OMol25 structures with the same formula, charge and spin in eV: 1.633
Charge: 0

=====

# C3H5NO2

An isolated molecule of C3H5NO2 (ωB97M-V with the def2-TZVPD basis set, the Open Molecules 2025 dataset).

```
11
Properties=species:S:1:pos:R:3
C 1.00792 -0.62521 0.16392
C 0.81895 0.50484 -0.84041
C 0.02222 0.43436 0.48306
N -1.66420 -0.03179 0.21494
O -2.41135 0.27064 1.05613
O -1.86190 -0.83656 -0.62554
H 0.41041 -1.59725 0.17608
H 2.03962 -0.67547 0.65696
H 1.64452 1.25705 -0.95039
H 0.14805 0.26681 -1.77533
H -0.15424 1.03258 1.44058
```

## Properties
HOMO energy in eV: -10.521
Lowest unoccupied orbital energy in eV: 0.7
Energy above the lowest of the compared OMol25 structures with the same formula, charge and spin in eV: 5.712
Charge: 0

=====

# C3H5NO2

An isolated molecule of C3H5NO2 (ωB97M-V with the def2-TZVPD basis set, the Open Molecules 2025 dataset).

```
11
Properties=species:S:1:pos:R:3
C 1.67101 0.20617 -0.17589
C 0.33436 -0.13828 0.40114
N 0.13171 -1.08725 1.19595
O -0.65586 0.74782 -0.07287
C -1.79173 0.21287 -0.58347
O -2.11670 -0.94266 -0.55432
H 2.13754 1.02933 0.37570
H 1.56028 0.51870 -1.21748
H 2.30990 -0.67481 -0.11081
H -0.85180 -1.17258 1.44543
H -2.36403 1.01691 -1.06315
```

## Properties
HOMO energy in eV: -10.607
Lowest unoccupied orbital energy in eV: 0.8
Energy above the lowest of the compared OMol25 structures with the same formula, charge and spin in eV: 0.896
Charge: 0

=====

# C3H5NO2

An isolated molecule of C3H5NO2 (ωB97M-V with the def2-TZVPD basis set, the Open Molecules 2025 dataset).

```
11
Properties=species:S:1:pos:R:3
C -2.89736 -0.81792 0.04402
C -1.80709 -0.12149 0.21155
C 1.86960 0.76696 0.15910
N -0.78630 0.64031 -0.01789
O -0.80015 1.85543 -0.19756
O 0.73445 0.03358 0.15700
H -3.60449 -1.10065 0.84177
H -3.24599 -1.12707 -0.90540
H 1.58802 1.86935 -0.15368
H 2.53929 0.74324 1.19196
H 2.54701 0.48486 -0.65084
```

## Properties
HOMO energy in eV: -9.304
Lowest unoccupied orbital energy in eV: -0.2
Energy above the lowest of the compared OMol25 structures with the same formula, charge and spin in eV: 7.592
Charge: 0

=====

# C3H5NO2

An isolated molecule of C3H5NO2 (ωB97M-V with the def2-TZVPD basis set, the Open Molecules 2025 dataset).

```
11
Properties=species:S:1:pos:R:3
C 1.07335 -0.65934 1.42394
C 0.20631 -0.21008 0.52463
N -0.74914 -0.95129 -0.26841
O 0.17624 1.09170 0.10780
C -0.35891 1.00247 -1.19450
O -1.37552 0.03930 -1.08777
H 1.11022 -1.69475 1.74404
H 1.79748 0.04824 1.81434
H 0.43573 0.67651 -1.88533
H -1.51373 -1.29677 0.30853
H -0.80204 1.95401 -1.48726
```

## Properties
HOMO energy in eV: -8.707
Lowest unoccupied orbital energy in eV: 1.0
Energy above the lowest of the compared OMol25 structures with the same formula, charge and spin in eV: 3.369
Charge: 0

=====

# C3H5NO2

An isolated molecule of C3H5NO2 (ωB97M-V with the def2-TZVPD basis set, the Open Molecules 2025 dataset).

```
11
Properties=species:S:1:pos:R:3
C -1.00645 0.29033 -0.12098
C 0.18004 1.25219 0.17363
C -0.68033 -1.25572 -0.42510
N 0.39461 -1.43619 -1.35260
O -2.09183 0.68057 -0.02427
O 0.11714 -1.95894 -2.40575
H 0.89384 1.23177 -0.59951
H -0.06130 2.26883 0.43230
H 0.69035 0.97796 1.16751
H -0.29532 -1.83407 0.56657
H -1.70343 -1.60492 -0.63195
```

## Properties
HOMO energy in eV: -9.558
Lowest unoccupied orbital energy in eV: -0.4
Energy above the lowest of the compared OMol25 structures with the same formula, charge and spin in eV: 3.999
Charge: 0

=====

# C3H5NO2

A structure of composition C3H5NO2 (ωB97M-V with the def2-TZVPD basis set, the Open Molecules 2025 dataset).

```
11
Properties=species:S:1:pos:R:3
C 1.09952 1.03917 -1.17369
C -0.09753 0.68089 0.94120
O -0.60350 0.70504 2.03835
C -0.42157 -0.60806 0.08482
O 0.11237 -0.59389 -1.03043
N -1.19212 -1.53871 0.60467
H 1.95302 1.12453 -0.51300
H 1.34485 0.63945 -2.15322
H 0.49157 1.93440 -1.21055
H -1.52035 -1.33058 1.54654
H -1.45532 -2.39478 0.14061
```

## Properties
HOMO energy in eV: -7.249
Lowest unoccupied orbital energy in eV: 0.5
Energy above the lowest of the compared OMol25 structures with the same formula, charge and spin in eV: 4.644
Charge: 0

=====

# C3H5NO2

An isolated molecule of C3H5NO2 (ωB97M-V with the def2-TZVPD basis set, the Open Molecules 2025 dataset).

```
11
Properties=species:S:1:pos:R:3
N -1.16218 1.58539 0.02296
C -1.50363 0.45574 -0.42655
O -0.62219 -0.56188 -0.61579
C 0.73026 -0.25368 -0.28055
C 1.34805 -1.10413 0.77015
O 2.53929 -0.93984 0.88892
H -1.95673 2.21179 0.05105
H -2.51456 0.15512 -0.72955
H 0.84315 0.78374 0.01801
H 1.53167 -0.45213 -1.00218
H 0.76686 -1.88012 1.30352
```

## Properties
HOMO energy in eV: -10.049
Lowest unoccupied orbital energy in eV: 0.9
Energy above the lowest of the compared OMol25 structures with the same formula, charge and spin in eV: 2.022
Charge: 0

=====

# C3H5NO2

An isolated molecule of C3H5NO2 (ωB97M-V with the def2-TZVPD basis set, the Open Molecules 2025 dataset).

```
11
Properties=species:S:1:pos:R:3
C -1.12914 1.35716 0.11719
N 0.19592 0.90887 -0.30043
C 0.59628 -0.34839 -0.29728
O -0.23352 -1.27054 0.10804
C 1.14364 -1.95367 0.08360
O 1.72685 -2.21776 1.09856
H -1.62205 0.52677 0.62486
H -1.03044 2.19482 0.81215
H -1.73307 1.66407 -0.74371
H 0.85939 1.59879 -0.62205
H 1.22613 -2.46013 -0.88094
```

## Properties
HOMO energy in eV: -9.122
Lowest unoccupied orbital energy in eV: 0.7
Energy above the lowest of the compared OMol25 structures with the same formula, charge and spin in eV: 3.072
Charge: 0

=====

# C3H5NO2

An isolated molecule of C3H5NO2 (ωB97M-V with the def2-TZVPD basis set, the Open Molecules 2025 dataset).

```
11
Properties=species:S:1:pos:R:3
N 1.58219 0.69467 1.09844
C 1.04076 0.92631 -0.01313
O -0.49974 -0.88252 -1.09794
C -1.02543 -1.13705 0.22197
C -1.11237 0.17203 -0.41673
O -0.29484 1.23821 -0.06504
H 2.57829 0.52939 0.96279
H 1.52765 0.93193 -0.99485
H -0.28269 -1.30300 1.00344
H -1.90108 -1.78690 0.22394
H -2.06148 0.55149 -0.79341
```

## Properties
HOMO energy in eV: -10.400
Lowest unoccupied orbital energy in eV: 1.1
Energy above the lowest of the compared OMol25 structures with the same formula, charge and spin in eV: 2.696
Charge: 0

=====

# C3H5NO2

An isolated molecule of C3H5NO2 (ωB97M-V with the def2-TZVPD basis set, the Open Molecules 2025 dataset).

```
11
Properties=species:S:1:pos:R:3
N -1.85350 -0.30259 0.24047
C -0.67832 0.31460 -0.03797
O -0.58563 1.39170 -0.58971
C 0.55009 -0.47624 0.45167
C 2.00228 0.99180 -0.41966
O 1.57355 -0.25743 -0.49322
H -1.86758 -1.27488 0.49929
H -2.70572 0.11468 -0.10013
H 0.34638 -1.54691 0.46534
H 0.84026 -0.10055 1.43908
H 2.37818 1.14583 -1.45516
```

## Properties
HOMO energy in eV: -8.410
Lowest unoccupied orbital energy in eV: 0.6
Energy above the lowest of the compared OMol25 structures with the same formula, charge and spin in eV: 3.619
Charge: 0